i.
The following is a quantum chemistry calculation of a 2-piece molecular cluster, C4H10O3 overall, from OMol25.

```
! wB97M-V def2-TZVPD RIJCOSX def2/J DEFGRID3
* xyz -2 1
C -0.03258 -0.10761 -0.20930
C -0.51740 -0.95112 0.97359
C 0.69683 -1.73250 1.53738
O 0.44917 -2.48902 2.63790
C 0.05986 1.34907 0.09941
O 0.26184 2.08706 -1.08549
H -0.73101 -0.29124 -1.07490
H 0.80025 -0.61115 -0.72813
H -1.04255 -0.32023 1.75109
H -1.39337 -1.58587 0.71600
H 1.13357 -2.37251 0.75404
H 1.56224 -0.97193 1.73652
H -0.74274 1.82919 0.65691
H 1.04918 1.46322 0.66289
H -0.29267 1.93133 -2.34745
H -1.26397 0.83123 -2.70938
O -0.77957 1.52129 -3.25031
*
```

Output
LUMO energy = 7.02 eV
gap between HOMO and LUMO = 6.35 eV

The molecule's Löwdin atomic charges, reported in e, are given here: -0.271 -0.244 -0.579 -0.449 -0.420 -0.380 0.085 0.106 0.097 0.083 0.058 0.090 0.079 0.100 -0.033 -0.022 -0.301

ii.
The following is a quantum chemistry calculation of a 2-piece molecular cluster, C4H10O3 overall, from OMol25.

```
! wB97M-V def2-TZVPD RIJCOSX def2/J DEFGRID3
* xyz -2 1
C 2.60239 -1.02779 -0.25791
O 3.79162 -0.63925 0.19241
C 1.34269 -0.32060 0.33615
C 0.03207 -0.56354 -0.40251
C -0.97362 0.59479 -0.36606
O -2.32106 0.17984 -0.36938
H 2.43380 -2.14747 -0.14905
H 2.44180 -0.88177 -1.38787
H 1.19364 -0.52377 1.39815
H 1.64559 0.73220 0.22207
H -0.49862 -1.36551 0.14430
H 0.08486 -0.97738 -1.41445
H -0.81196 1.19225 0.54002
H -0.77262 1.24824 -1.23716
H -2.88923 0.93459 0.05759
H -3.70690 1.54736 1.76316
O -3.59445 2.01781 0.93052
*
```

Output
LUMO energy = 7.06 eV
gap between HOMO and LUMO = 6.88 eV

The molecule's Löwdin atomic charges, reported in e, are given here: -0.618 -0.396 -0.240 -0.240 -0.343 -0.181 0.067 0.072 0.093 0.094 0.096 0.091 0.102 0.099 -0.013 -0.149 -0.535

Stability summary: most stable ii, least stable i.

i.
The following is a quantum chemistry calculation of one molecule with the formula C2HNO2, from OMol25.

```
! wB97M-V def2-TZVPD RIJCOSX def2/J DEFGRID3
* xyz 0 1
N -0.23055 1.65412 1.64227
C 0.37392 0.84136 0.81350
C 0.44939 -0.24755 -0.23147
O 1.44676 -0.64607 -0.66118
O -0.96898 -0.29887 -0.60905
H -1.07055 -1.30298 -0.95407
*
```

Output
structure (SMILES) = N#CC(=O)O
LUMO energy = -0.67 eV
gap between HOMO and LUMO = 11.20 eV

The molecule's Löwdin atomic charges, reported in e, are given here: 0.147 -0.026 -0.492 0.186 0.001 0.184

ii.
The following is a quantum chemistry calculation of a 2-piece molecular cluster, C2HNO2 overall, from OMol25.

```
! wB97M-V def2-TZVPD RIJCOSX def2/J DEFGRID3
* xyz 0 1
C -0.80170 -0.17927 -0.17480
C 1.20595 0.67549 -0.60822
N -0.96236 -0.09229 1.01606
O -0.93417 -0.58901 -1.27098
O 1.99151 -0.11510 -0.69367
H -0.49924 0.30019 1.73161
*
```

Output
LUMO energy = 0.41 eV
gap between HOMO and LUMO = 11.60 eV

The molecule's Löwdin atomic charges, reported in e, are given here: -0.525 0.018 0.227 0.124 0.121 0.035

Stability summary: most stable ii, least stable i.

i.
The following is a quantum chemistry calculation of H8O4 as an isolated structure, from OMol25.

```
! wB97M-V def2-TZVPD RIJCOSX def2/J DEFGRID3
* xyz 0 1
O -1.17789 0.64258 1.18706
H -1.38025 0.34599 0.29975
H -1.15448 -0.15962 1.70875
O 1.86331 0.43277 0.16209
H 2.70365 0.22693 0.57159
H 1.37770 0.90781 0.83645
O 0.89871 -0.89501 -0.82432
H 1.24161 -0.33780 -0.12563
H -0.04300 -0.72356 -0.82767
O -1.26125 -0.28590 -0.67963
H -0.91589 0.32086 -1.33445
H -2.15222 -0.47504 -0.97399
*
```

Output
LUMO energy = 0.30 eV
gap between HOMO and LUMO = 8.99 eV

The molecule's Löwdin atomic charges, reported in e, are given here: -0.061 -0.212 0.038 0.152 0.125 0.107 -0.089 -0.322 -0.126 0.090 0.147 0.151

ii.
The following is a quantum chemistry calculation of a 4-piece molecular cluster, H8O4 overall, from OMol25.

```
! wB97M-V def2-TZVPD RIJCOSX def2/J DEFGRID3
* xyz 0 1
O -0.04744 1.32187 2.40118
H 0.31953 0.51864 2.78823
H -0.41152 1.05002 1.53411
O -1.63295 -1.80418 -2.23806
H -1.10551 -1.34621 -2.90736
H -2.53385 -1.79785 -2.58805
O -0.78886 0.56140 -0.29232
H -1.31318 0.11316 -0.97230
H 0.06915 0.10750 -0.31702
O 2.28246 0.46813 0.53620
H 1.94392 0.55685 1.43543
H 3.21825 0.25066 0.61997
*
```

Output
structure (SMILES) = O.O.O.O
LUMO energy = 0.53 eV
gap between HOMO and LUMO = 11.71 eV

The molecule's Löwdin atomic charges, reported in e, are given here: -0.067 0.030 0.002 -0.055 0.047 0.048 -0.060 0.022 0.031 -0.052 0.011 0.043

Stability summary: most stable ii, least stable i.

i.
The following is a quantum chemistry calculation of a 4-piece molecular cluster, H8O4 overall, from OMol25.

```
! wB97M-V def2-TZVPD RIJCOSX def2/J DEFGRID3
* xyz 0 1
O -0.54586 -0.41958 -2.39986
H -1.23330 -0.10352 -1.79828
H 0.23283 -0.40571 -1.87114
O 3.21897 -2.06133 -1.62209
H 3.83943 -1.51404 -1.10860
H 2.50135 -1.44279 -1.73404
O -0.40467 0.78326 0.02764
H -0.51302 1.73314 0.21243
H -0.67382 0.59181 0.95406
O -1.83112 0.95425 2.89321
H -2.07217 0.26412 3.52059
H -2.51864 1.62039 2.92608
*
```

Output
structure (SMILES) = O.O.O.O
LUMO energy = 0.28 eV
gap between HOMO and LUMO = 11.13 eV

The molecule's Löwdin atomic charges, reported in e, are given here: -0.064 0.019 -0.020 -0.054 0.045 0.009 -0.069 0.056 0.031 -0.044 0.049 0.042

ii.
The following is a quantum chemistry calculation of a 4-piece molecular cluster, H8O4 overall, from OMol25.

```
! wB97M-V def2-TZVPD RIJCOSX def2/J DEFGRID3
* xyz 0 1
O 0.38060 -0.01114 -0.13482
H 0.96578 0.26743 -0.84487
H 0.20196 0.80201 0.35168
O 1.40004 2.57087 0.71709
H 2.23589 2.13388 0.90520
H 1.61453 3.50259 0.62083
O -2.47738 -0.68783 -1.64564
H -2.67826 -0.12219 -0.89570
H -1.59843 -1.02567 -1.44648
O 0.09935 -2.84156 0.69748
H -0.52471 -2.57774 1.37791
H 0.38064 -2.01064 0.29731
*
```

Output
structure (SMILES) = O.O.O.O
LUMO energy = 0.23 eV
gap between HOMO and LUMO = 11.19 eV

The molecule's Löwdin atomic charges, reported in e, are given here: -0.049 0.055 0.027 -0.048 0.049 0.048 -0.061 0.026 0.008 -0.067 0.029 -0.016

Stability summary: most stable ii, least stable i.